(1)
ORCA calculation (ωB97M-V with the def2-TZVPD basis set) on a cluster of 9 separate species, C32H56O27 in total.

Structure (XYZ):
```
115
Properties=species:S:1:pos:R:3:mulliken_spin:R:1
C -0.289 -0.341 2.743 0.2013
C -0.969 0.798 2.042 -0.7728
O -0.894 0.579 0.673 0.3849
C -0.063 -0.535 0.525 -0.2940
O 0.242 -0.957 -0.566 0.1032
O 0.356 -0.985 1.674 -0.6398
H -0.903 -1.126 3.185 0.5470
H 0.521 0.089 3.333 -0.0465
H -0.403 1.691 2.310 0.1271
H -1.986 0.769 2.434 0.1914
C -1.098 3.451 -1.235 0.0562
C -2.051 3.280 -2.471 0.0697
C -1.900 1.886 -3.099 -0.1353
O -3.284 1.688 -3.515 -0.0028
C -4.082 2.393 -2.771 0.0603
O -5.289 2.489 -2.735 -0.0063
O -3.365 3.277 -2.023 -0.0507
H -0.071 3.142 -1.435 -0.0784
H -1.458 2.877 -0.382 0.0452
H -0.997 4.489 -0.919 0.0563
H -1.965 4.127 -3.151 -0.0218
H -1.639 1.114 -2.375 0.1212
H -1.303 2.007 -4.003 -0.0283
C -0.900 -4.434 3.523 0.6442
C -1.258 -5.889 3.727 -0.2958
C -2.168 -6.402 2.677 0.1865
O -1.651 -7.649 2.371 -0.0206
C -0.371 -7.668 2.819 -0.0505
O 0.334 -8.657 2.659 0.0042
O -0.104 -6.598 3.521 -0.0764
H -0.787 -4.226 2.459 0.1967
H 0.001 -4.137 4.060 0.0985
H -1.778 -3.897 3.882 -0.2137
H -1.634 -6.104 4.728 -0.0320
H -2.374 -5.829 1.773 -0.0344
H -3.104 -6.577 3.208 -0.0099
C -1.145 7.672 3.748 0.0140
C -1.636 6.425 3.046 -0.0641
C -0.780 5.939 1.876 0.1309
O 0.168 5.006 2.482 -0.1444
C -0.399 4.502 3.590 0.3029
O -0.055 3.490 4.167 -0.1120
O -1.482 5.287 3.903 -0.0388
H -0.377 7.581 4.516 -0.0153
H -2.032 8.058 4.250 0.0050
H -0.909 8.467 3.041 0.0014
H -2.673 6.578 2.744 0.0160
H -0.178 6.697 1.375 0.0331
H -1.415 5.367 1.199 -0.0361
C 5.954 0.614 0.340 0.1705
O 5.442 0.530 1.674 -0.1052
C 6.055 1.128 2.620 0.0777
O 7.215 1.642 2.634 -0.0212
O 5.343 0.926 3.824 -0.1150
C 3.955 0.599 3.901 0.1709
H 6.948 1.058 0.282 0.0007
H 5.425 1.449 -0.119 -0.0314
H 6.158 -0.219 -0.333 -0.0063
H 3.717 -0.358 3.437 0.0353
H 3.239 1.296 3.467 0.0185
H 3.786 0.455 4.968 -0.0342
C -0.181 -6.699 -0.961 0.0052
O -0.706 -5.472 -1.434 -0.0750
C -1.856 -5.518 -2.155 0.0999
O -2.681 -6.492 -2.202 -0.0033
O -2.026 -4.318 -2.824 -0.0681
C -1.478 -3.137 -2.401 0.1123
H 0.907 -6.629 -0.958 -0.0012
H -0.453 -7.660 -1.397 0.0016
H -0.271 -6.788 0.122 0.0065
H -0.500 -2.914 -2.827 0.0240
H -1.557 -2.834 -1.357 -0.0256
H -2.087 -2.361 -2.864 0.0308
C 2.887 -3.477 0.300 0.3663
O 2.478 -3.653 -1.023 -0.2316
C 2.868 -4.725 -1.697 0.0287
O 3.390 -5.775 -1.305 -0.0089
O 2.266 -4.753 -2.889 -0.0282
C 2.196 -3.535 -3.667 -0.0396
H 2.275 -2.704 0.766 -0.0091
H 3.931 -3.165 0.310 -0.0060
H 2.898 -4.405 0.872 0.0055
H 3.189 -3.085 -3.674 0.0088
H 1.654 -2.896 -2.969 -0.0030
H 1.709 -3.683 -4.631 -0.0067
C 3.407 -0.573 -2.201 0.0131
C 3.113 0.338 -3.449 0.1088
O 3.374 -0.383 -4.622 -0.0826
C 3.193 0.225 -5.822 0.0246
O 2.728 1.290 -6.083 -0.0170
O 3.491 -0.661 -6.824 -0.0085
C 4.336 -1.854 -6.694 0.0041
H 2.460 -1.081 -2.021 -0.0596
H 3.730 -0.061 -1.295 -0.0058
H 4.170 -1.343 -2.323 0.0218
H 3.879 1.105 -3.342 -0.0108
H 2.122 0.792 -3.445 0.0621
H 4.183 -2.379 -5.751 0.0005
H 5.334 -1.420 -6.642 -0.0005
H 4.280 -2.543 -7.536 -0.0021
C -4.584 7.071 0.049 -0.0037
C -5.285 5.792 -0.206 -0.0147
O -4.987 4.959 0.952 -0.0521
C -5.245 3.617 0.979 -0.0839
O -5.855 2.987 0.044 -0.0077
O -4.787 3.075 2.191 -0.2313
C -4.770 1.681 2.426 0.7982
H -5.236 7.567 0.768 -0.0002
H -4.713 7.855 -0.697 -0.0052
H -3.549 7.137 0.381 0.0094
H -4.817 5.360 -1.090 0.0022
H -6.312 5.929 -0.546 0.0024
H -3.928 1.221 1.909 -0.0799
H -5.667 1.220 2.011 -0.0145
H -4.557 1.432 3.465 -0.0870
```

## Properties
Multiplicity: 2
<S²>: 0.751
Net charge: -1
E_LUMO (spin up / spin down), eV: 1.79 / 1.75
HOMO energy (spin up / spin down), eV: -0.051 / -8.621
Orbital gap (spin up / spin down), hartree: 0.0678 / 0.3811


(2)
ORCA calculation (ωB97M-V with the def2-TZVPD basis set) on a cluster of 4 separate species, C32H57BBr2ClO11 in total.

Structure (XYZ):
```
104
Properties=species:S:1:pos:R:3:mulliken_charge:R:1
C -0.038 -4.150 0.290 -1.0403
C 0.953 -3.273 1.143 0.3051
C 0.358 -1.843 1.508 0.4662
O -0.657 -1.533 0.947 -0.4403
O 1.000 -1.064 2.465 -0.3954
C 2.101 -0.306 1.910 -0.2765
C 1.678 0.907 0.980 -0.6101
C 0.206 1.442 1.186 -0.7694
O -0.300 1.492 -0.153 -0.6580
B 0.049 2.791 -0.787 0.9169
C 1.109 2.557 -2.013 -0.8496
C 0.449 1.826 -3.277 0.4442
C 1.399 0.701 -3.840 -1.1894
O -0.917 1.421 -3.048 -0.4131
C -1.059 0.032 -2.781 0.3993
C -2.477 -0.136 -2.110 0.1601
C -3.229 -1.383 -2.205 -0.3278
C -4.549 -1.544 -1.575 -0.5377
C -5.172 -0.470 -0.782 -0.4844
C -4.402 0.770 -0.660 -0.5860
C -3.097 0.942 -1.321 0.0207
O 0.496 3.590 0.402 -0.5867
C -0.006 3.003 1.571 1.7449
Cl -1.871 3.142 1.477 -0.2163
C 0.590 3.471 2.925 -0.2077
Br 1.687 2.270 4.048 -0.1214
C 0.398 4.716 3.441 0.1787
C 0.976 5.151 4.845 -1.3303
Br -0.611 6.100 2.502 -0.1518
H -1.118 -3.956 0.493 0.2663
H 0.155 -5.225 0.567 0.3478
H 0.190 -3.961 -0.797 0.2248
H 1.926 -3.083 0.623 -0.2486
H 1.087 -3.794 2.131 0.3041
H 2.783 -0.008 2.746 0.3282
H 2.698 -1.029 1.271 -0.2114
H 2.437 1.742 1.052 0.4282
H 1.772 0.531 -0.077 -0.1210
H -0.520 0.864 1.808 0.4319
H -0.845 3.450 -1.255 -0.2786
H 2.016 1.940 -1.745 0.2009
H 1.514 3.555 -2.366 0.0879
H 0.404 2.624 -4.078 0.3610
H 0.965 0.090 -4.671 0.1003
H 1.705 0.030 -2.985 0.2132
H 2.353 1.203 -4.174 0.4032
H -1.077 -0.623 -3.693 0.2044
H -0.334 -0.354 -2.004 -0.0302
H -2.849 -2.282 -2.753 0.3154
H -5.105 -2.503 -1.692 0.3076
H -6.174 -0.590 -0.296 0.3240
H -4.861 1.606 -0.071 0.3097
H -2.613 1.936 -1.178 0.1723
H 0.420 6.063 5.205 0.3301
H 0.785 4.365 5.625 0.3080
H 2.062 5.358 4.682 0.3778
C -2.199 3.525 6.186 -0.7889
O -2.281 4.855 5.695 -0.2494
C -3.391 5.049 4.823 -0.1152
C -4.560 5.704 5.542 -0.6929
O -5.098 4.856 6.555 -0.3741
C -4.636 5.196 7.851 -0.6873
H -1.531 3.523 7.048 0.2284
H -3.173 3.140 6.499 0.4538
H -1.778 2.871 5.414 0.2065
H -3.694 4.102 4.367 0.3050
H -3.056 5.713 4.023 0.1913
H -5.361 5.883 4.818 0.3795
H -4.267 6.672 5.964 0.3462
H -5.179 6.069 8.223 0.3259
H -3.563 5.405 7.864 0.2752
H -4.834 4.352 8.513 0.2437
C 7.786 -4.837 0.491 -0.6731
O 7.652 -3.519 -0.016 -0.3752
C 6.540 -3.381 -0.894 -0.7244
C 5.340 -2.768 -0.189 -0.2780
O 4.836 -3.627 0.829 -0.3457
C 5.277 -3.251 2.125 -0.6666
H 8.450 -4.801 1.356 0.2480
H 6.828 -5.257 0.806 0.2760
H 8.236 -5.483 -0.270 0.3239
H 6.278 -4.346 -1.340 0.3511
H 6.851 -2.711 -1.701 0.3843
H 4.536 -2.632 -0.919 0.3222
H 5.588 -1.784 0.223 0.3596
H 4.693 -2.399 2.484 0.1770
H 6.339 -2.993 2.141 0.4030
H 5.114 -4.094 2.797 0.2417
C -3.149 -3.947 -7.874 -0.6927
O -1.761 -3.799 -8.132 -0.3919
C -1.233 -2.590 -7.596 -0.6437
C -0.523 -2.825 -6.273 0.0202
O -1.429 -3.249 -5.262 -0.1269
C -1.402 -4.653 -5.061 -0.9490
H -3.414 -4.992 -8.042 0.2437
H -3.409 -3.683 -6.847 0.2634
H -3.724 -3.324 -8.568 0.3312
H -2.021 -1.838 -7.486 0.3265
H -0.506 -2.210 -8.321 0.3787
H -0.088 -1.879 -5.935 -0.0996
H 0.294 -3.545 -6.389 0.3855
H -0.529 -4.927 -4.462 0.3148
H -1.381 -5.205 -6.004 0.4163
H -2.303 -4.934 -4.513 0.2507
```

## Properties
Net charge: -1
E_LUMO, eV: 2.20
HOMO energy, eV: -4.507
Orbital gap, hartree: 0.2464


(3)
ORCA calculation (ωB97M-V with the def2-TZVPD basis set) on a cluster of 4 separate species, C32H57IO13 in total.

Structure (XYZ):
```
103
Properties=species:S:1:pos:R:3:mulliken_charge:R:1
C 0.157 -6.031 -3.566 -1.3157
C -0.730 -5.250 -2.587 -0.3443
C -0.689 -3.732 -2.823 -0.8846
C -0.814 -2.887 -1.544 -1.4966
C -0.036 -1.557 -1.609 -0.4726
C 0.812 -1.185 -0.402 2.1707
C 0.888 0.321 -0.162 -1.0121
C 1.127 1.228 -1.354 -0.9052
O -0.148 1.624 -1.905 0.2019
C -0.297 1.944 -3.211 0.6001
C 0.352 1.053 -4.244 -1.1306
O -1.011 2.857 -3.506 -0.5965
O 0.201 -1.729 0.823 -0.5905
C 1.163 -1.772 1.758 0.3291
O 1.008 -1.848 2.926 -0.5918
O 2.396 -1.738 1.166 -0.4594
C 2.205 -1.836 -0.250 0.7972
C 2.294 -3.312 -0.723 1.0831
C 2.175 -4.391 0.332 -0.1748
O 1.247 -5.099 0.476 -0.4238
I 3.925 -4.683 1.561 -0.0249
O 3.122 -1.075 -0.955 -0.0084
C 4.469 -1.136 -0.453 -0.6845
C 5.479 -0.631 -1.502 0.5643
C 4.827 0.109 -2.679 -1.5883
C 6.419 -1.737 -2.039 0.2985
C 7.637 -1.960 -1.140 -1.5606
C 5.714 -3.064 -2.328 -1.3644
H 1.156 -6.179 -3.149 0.2794
H 0.255 -5.514 -4.523 0.3129
H -0.247 -7.027 -3.760 0.3810
H -1.759 -5.614 -2.648 0.5243
H -0.396 -5.457 -1.566 0.2053
H -1.479 -3.462 -3.532 0.5002
H 0.258 -3.491 -3.324 0.3064
H -1.865 -2.643 -1.377 0.6159
H -0.482 -3.491 -0.698 0.6178
H -0.739 -0.739 -1.777 0.2745
H 0.639 -1.550 -2.474 -0.0497
H -0.070 0.610 0.274 0.2324
H 1.653 0.541 0.582 0.8715
H 1.771 0.769 -2.102 -0.2356
H 1.613 2.135 -0.990 0.3191
H 0.152 1.487 -5.220 0.4037
H 1.433 0.991 -4.116 0.3035
H -0.050 0.040 -4.180 0.1685
H 1.515 -3.525 -1.454 -1.0095
H 3.258 -3.457 -1.211 -0.0796
H 4.525 -0.527 0.452 0.1797
H 4.689 -2.164 -0.147 0.1070
H 6.115 0.092 -0.983 0.6116
H 5.539 0.835 -3.079 0.4981
H 4.590 -0.580 -3.494 0.3220
H 3.929 0.654 -2.393 0.1177
H 6.794 -1.372 -3.003 0.4416
H 8.099 -1.009 -0.865 0.4272
H 7.361 -2.497 -0.227 0.2920
H 8.392 -2.552 -1.662 0.4156
H 6.358 -3.705 -2.935 0.5418
H 4.781 -2.908 -2.879 0.2633
H 5.501 -3.615 -1.407 0.1975
O 1.288 3.047 1.341 -0.5399
C 0.768 2.787 2.399 0.9349
O 0.011 1.681 2.459 0.1033
C -0.764 1.291 3.611 -0.6528
C -2.115 1.949 3.497 -0.7002
C 0.869 3.706 3.590 -1.4890
H -0.243 1.514 4.540 0.2680
H -0.841 0.207 3.547 0.3007
H -2.039 3.036 3.516 0.2693
H -2.777 1.647 4.305 0.3801
H -2.568 1.666 2.547 0.2201
H 0.102 4.475 3.488 0.3197
H 1.844 4.185 3.561 0.4085
H 0.741 3.215 4.549 0.3486
O -3.791 3.757 0.959 -0.5942
C -3.253 3.410 -0.061 0.1183
O -3.823 3.750 -1.234 -0.3529
C -3.173 3.528 -2.496 -0.3721
C -3.397 2.125 -3.019 -0.8212
C -2.008 2.559 -0.068 0.2961
H -2.113 3.771 -2.431 0.4668
H -3.630 4.258 -3.163 0.3090
H -2.956 1.377 -2.359 0.0227
H -2.944 2.019 -4.005 0.3308
H -4.465 1.920 -3.099 0.4222
H -2.303 1.514 0.029 0.2405
H -1.400 2.826 0.792 -0.1335
H -1.395 2.669 -0.958 0.0983
O -3.827 2.905 6.035 -0.5721
C -4.990 3.020 5.755 0.7814
O -5.866 2.138 6.282 -0.3564
C -7.283 2.266 6.117 -0.4140
C -7.764 1.658 4.817 -0.9309
C -5.466 4.062 4.772 -0.9765
H -7.588 3.308 6.219 0.3554
H -7.701 1.726 6.965 0.3215
H -7.347 2.174 3.952 0.2588
H -8.851 1.713 4.757 0.3473
H -7.465 0.611 4.760 0.2941
H -5.327 3.668 3.763 0.2405
H -4.829 4.936 4.880 0.3338
H -6.502 4.365 4.893 0.3423
```

## Properties
Structure (SMILES): CCCCC[C@@]1(CCOC(C)=O)OC(=O)O[C@]1(CC(=O)I)OC[C@H](C)C(C)C.CCOC(C)=O.CCOC(C)=O.CCOC(C)=O
E_LUMO, eV: 0.28
HOMO energy, eV: -9.625
Orbital gap, hartree: 0.3641


(4)
ORCA calculation (ωB97M-V with the def2-TZVPD basis set) on a structure of composition C32H57N2O2P2Sr.

Structure (XYZ):
```
96
Properties=species:S:1:pos:R:3:mulliken_charge:R:1
C -0.582 -2.503 -1.366 -0.7694
C 1.627 -2.464 -0.548 -0.0432
C -0.368 -3.724 -2.002 -0.9041
C 1.854 -3.750 -1.114 -0.9626
C 0.854 -4.377 -1.835 -0.8155
H -1.159 -4.140 -2.618 0.5048
H 2.842 -4.200 -1.007 0.4603
H 1.009 -5.356 -2.279 0.4085
N 0.374 -1.878 -0.653 1.4660
P -2.602 -0.965 -0.037 0.1920
P 2.846 -0.070 0.370 0.7171
C -2.005 -1.861 -1.504 -0.6224
H -1.992 -1.172 -2.369 0.6639
H -2.756 -2.642 -1.711 0.4049
C -0.130 3.273 1.754 0.2966
O -0.292 4.324 2.207 -0.1962
C 2.728 -1.786 0.078 -0.8249
H 3.605 -2.384 0.317 0.1728
C 3.546 0.809 -1.174 1.8809
C 3.835 0.241 1.980 2.0693
C -3.868 0.406 -0.483 2.2033
C -3.208 -2.337 1.119 2.0836
C 3.068 2.277 -1.094 -1.4478
H 3.494 2.806 -0.232 0.2662
H 3.362 2.811 -2.012 0.5151
H 1.972 2.330 -1.012 -0.0256
C 5.078 0.731 -1.212 -1.9122
H 5.558 1.287 -0.396 0.2852
H 5.434 -0.307 -1.188 0.3706
H 5.424 1.182 -2.157 0.5145
C 2.977 0.164 -2.453 -1.5810
H 3.337 0.734 -3.328 0.5350
H 3.308 -0.878 -2.563 0.3451
H 1.879 0.184 -2.465 -0.0067
C 4.069 1.759 2.127 -1.9856
H 3.129 2.323 2.041 0.2433
H 4.491 1.945 3.125 0.5330
H 4.782 2.145 1.386 0.2783
C 2.962 -0.260 3.150 -1.9614
H 2.041 0.326 3.292 -0.0260
H 2.674 -1.314 3.045 0.2898
H 3.539 -0.163 4.081 0.6293
C 5.180 -0.493 1.989 -1.7570
H 5.844 -0.185 1.174 0.2852
H 5.691 -0.243 2.930 0.5366
H 5.072 -1.583 1.948 0.3351
C -3.544 -1.685 2.475 -1.3621
H -3.896 -2.472 3.159 0.5105
H -2.658 -1.209 2.920 -0.1053
H -4.331 -0.921 2.393 0.1835
C -2.072 -3.360 1.333 -1.8733
H -1.845 -3.923 0.417 0.3495
H -1.146 -2.887 1.695 0.1456
H -2.401 -4.077 2.099 0.6261
C -4.441 -3.041 0.537 -1.7066
H -4.602 -3.959 1.120 0.5133
H -5.349 -2.432 0.624 0.3556
H -4.317 -3.331 -0.514 0.2229
C -3.860 0.671 -1.994 -1.5508
H -4.228 -0.195 -2.566 0.3830
H -4.533 1.520 -2.194 0.5967
H -2.867 0.948 -2.369 -0.2141
C -3.375 1.655 0.284 -1.5809
H -2.395 1.998 -0.086 0.0282
H -4.091 2.472 0.127 0.6043
H -3.311 1.471 1.370 0.2566
C -5.298 0.075 -0.046 -1.9920
H -5.711 -0.794 -0.574 0.3661
H -5.396 -0.081 1.034 0.3333
H -5.927 0.944 -0.298 0.5299
Sr -0.087 0.335 0.832 2.3680
N -0.378 1.440 -1.415 0.2313
C -0.404 1.886 -2.499 -1.2035
C -0.410 2.694 -3.774 2.1111
C 0.733 2.219 -4.673 -1.4946
C -1.745 2.492 -4.490 -1.8040
C -0.222 4.161 -3.393 -1.5860
H 1.707 2.380 -4.189 0.1893
H 0.627 1.150 -4.899 0.3862
H 0.731 2.771 -5.625 0.4708
H -2.576 2.861 -3.874 0.3659
H -1.754 3.042 -5.444 0.4675
H -1.912 1.429 -4.708 0.3652
H -0.257 4.805 -4.284 0.4213
H -1.014 4.483 -2.703 0.3834
H 0.749 4.311 -2.900 0.3352
C -0.053 -1.354 5.065 -1.4282
C -0.375 -0.076 4.379 0.6923
C -0.433 1.165 5.203 -1.1795
O -0.594 -0.034 3.136 -0.4499
H -0.916 -1.660 5.679 0.3942
H 0.812 -1.202 5.725 0.4411
H 0.165 -2.152 4.346 0.2596
H 0.440 1.804 4.989 0.2558
H -1.351 1.732 5.004 0.3005
H -0.405 0.906 6.265 0.4422
```

## Properties
Net charge: +1
E_LUMO, eV: -2.62
HOMO energy, eV: -8.021
Orbital gap, hartree: 0.1985